{
  "formula": "C12H12NPS",
  "method": "ωB97M-V/def2-TZVPD",
  "lumo_energy_ha": [-0.0748, -0.0748],
  "fmax_ev_per_a": 3.5,
  "de_lowest_kj_mol": 333.4,
  "homo_lumo_gap_ev": [5.7, 5.7],
  "species": ["C", "C", "C", "C", "C", "C", "C", "C", "C", "C", "C", "C", "N", "P", "S", "H", "H", "H", "H", "H", "H", "H", "H", "H", "H", "H", "H"],
  "positions_angstrom": [[1.51029, -2.25792, 2.75525], [0.71304, 3.28502, -1.73879], [0.15836, -1.82542, 2.84492], [2.01014, -2.36735, 1.49797], [0.61075, 2.88438, -0.43045], [0.21451, 2.56457, -2.81691], [-0.56007, -1.36294, 1.78148], [1.23796, -2.05076, 0.38950], [0.17783, 1.59438, -0.23102], [-0.39478, 1.33240, -2.59633], [0.02683, -1.41520, 0.49675], [-0.23678, 0.82292, -1.32138], [-3.34089, -0.32613, 0.62100], [-0.74987, -0.83125, -1.07797], [-0.74608, -2.03211, -2.63828], [1.94121, -2.50157, 3.71031], [1.18214, 4.21626, -1.72308], [-0.26874, -1.77155, 3.93966], [3.06157, -2.81182, 1.26417], [0.92206, 3.66322, 0.35851], [0.31811, 2.93609, -3.91997], [-1.65343, -0.92059, 1.74919], [1.76289, -2.14653, -0.60446], [0.15014, 1.08573, 0.68309], [-0.82424, 0.71191, -3.30904], [-3.42767, -1.02343, -0.09604], [-3.79530, 0.54770, 0.41189]]
}